(1)
36
Properties=species:S:1:pos:R:3:lowdin_charge:R:1 method="wB97M-V/def2-TZVPD" orbital_gap_ev=8.58 largest_force_ha_per_bohr=0.0404 de_lowest_kj_mol=225.4 e_homo_ev=-7.8 charge=0
C 2.21 2.12 1.12 -0.04
C 1.09 1.10 0.87 -0.52
C 0.23 1.72 -0.25 -0.14
C -0.72 0.71 -0.93 -0.16
C 0.19 -0.34 -1.57 -0.15
C 1.10 -1.06 -0.56 -0.52
N 1.67 -0.15 0.41 -0.13
O 2.58 -0.75 1.30 0.00
C 0.22 -2.12 0.13 -0.03
C 2.20 -1.73 -1.38 -0.04
C 0.20 0.91 2.11 -0.02
H 1.80 3.07 1.49 0.08
H 2.64 2.29 0.13 0.08
H 2.99 1.93 1.86 0.08
H -0.39 2.49 0.21 0.12
H 0.80 2.20 -1.05 0.12
H -1.19 1.25 -1.76 0.11
H -1.50 0.28 -0.31 0.09
H 0.76 0.03 -2.43 0.12
H -0.48 -1.05 -2.06 0.12
H -0.67 -1.69 0.59 0.07
H -0.09 -2.91 -0.56 0.08
H 0.78 -2.63 0.93 0.08
H 1.76 -2.25 -2.23 0.08
H 2.82 -0.95 -1.84 0.09
H 2.79 -2.45 -0.81 0.08
H 0.86 0.54 2.90 0.08
H -0.70 0.35 1.92 0.07
H -0.05 1.92 2.45 0.08
H 3.46 -0.55 0.94 0.11
C -4.55 -0.28 0.08 -0.17
O -4.14 -1.01 -1.07 -0.12
H -5.40 -0.82 0.53 0.07
H -3.74 -0.20 0.80 0.07
H -4.89 0.74 -0.13 0.08
H -4.65 -0.70 -1.82 0.07

(2)
36
Properties=species:S:1:pos:R:3:lowdin_charge:R:1 method="wB97M-V/def2-TZVPD" orbital_gap_ev=8.72 largest_force_ha_per_bohr=0.0050 e_homo_ev=-8.2 charge=0
C 3.57 -2.17 0.60 -0.11
C 3.01 -2.20 -0.84 -0.26
C 1.88 -1.19 -1.07 -0.23
C 2.35 0.26 -1.00 -0.22
C 1.26 1.31 -0.76 -0.21
C 0.38 1.06 0.46 -0.23
C -0.54 2.24 0.77 -0.24
C -1.50 1.93 1.92 -0.23
B -2.50 0.73 1.73 -0.39
P -3.57 0.38 0.26 0.89
C -3.91 -1.43 0.22 -0.32
C -2.81 0.73 -1.37 -0.31
H 2.98 -1.50 1.23 0.06
H 4.60 -1.82 0.63 0.07
H 3.54 -3.16 1.06 0.06
H 3.81 -2.01 -1.56 0.10
H 2.63 -3.20 -1.07 0.10
H 1.45 -1.38 -2.06 0.11
H 1.08 -1.37 -0.35 0.10
H 3.11 0.35 -0.21 0.11
H 2.87 0.51 -1.94 0.11
H 1.74 2.29 -0.65 0.11
H 0.63 1.38 -1.65 0.11
H -0.23 0.17 0.34 0.09
H 1.03 0.87 1.33 0.13
H 0.06 3.13 0.99 0.11
H -1.12 2.48 -0.13 0.09
H -2.13 2.81 2.12 0.11
H -0.93 1.78 2.84 0.09
H -2.79 0.05 2.67 0.03
H -4.92 -1.64 -0.13 0.02
H -3.80 -1.84 1.22 0.03
H -3.21 -1.94 -0.45 0.04
H -3.41 0.23 -2.13 0.03
H -2.83 1.80 -1.58 0.03
H -1.78 0.38 -1.45 0.02

(3)
43
Properties=species:S:1:pos:R:3:lowdin_charge:R:1 method="wB97M-V/def2-TZVPD" orbital_gap_ev="3.58 / 3.36" multiplicity=3 largest_force_ha_per_bohr=0.1011 e_homo_ev="-17.0 / -16.7" charge=+3
I 0.24 2.14 -4.79 0.15
I -0.28 3.88 -3.05 0.13
W 0.00 0.00 0.00 0.83
P -2.31 -0.11 -0.11 0.54
C -3.27 1.00 0.99 -0.23
C -2.99 0.24 -1.77 -0.23
H -4.08 0.09 -1.80 0.08
H -4.07 -1.80 0.13 0.08
H -2.50 -0.43 -2.48 0.03
H -2.50 -2.50 -0.39 0.04
H -3.01 2.03 0.77 0.06
H -2.75 1.27 -2.04 0.04
C -2.99 -1.78 0.27 -0.25
H -4.35 0.85 0.85 0.08
H -2.75 -2.03 1.31 0.03
H -3.01 0.79 2.03 0.04
P 2.31 -0.09 -0.10 0.54
C 3.26 1.03 1.00 -0.23
C 3.00 -1.74 0.28 -0.25
H 2.51 -0.40 -2.48 0.03
H 4.08 0.14 -1.79 0.08
H 2.74 1.30 -2.04 0.05
C 2.99 0.28 -1.76 -0.23
H 2.52 -2.47 -0.38 0.04
H 4.09 -1.76 0.13 0.08
H 4.34 0.89 0.86 0.08
H 3.00 0.82 2.04 0.04
H 2.77 -2.01 1.31 0.03
H 2.99 2.06 0.78 0.06
Cl 0.01 -1.70 -1.67 0.27
C -0.12 -2.20 4.90 0.04
N -0.08 -0.87 4.30 -0.08
C -0.09 0.30 4.97 0.03
C -0.04 1.32 4.04 -0.01
N 0.00 0.78 2.81 0.06
C -0.03 -0.55 2.99 -0.74
S 0.01 -1.65 1.79 0.83
H -1.02 -2.75 4.54 0.12
H 0.79 -2.77 4.61 0.12
H -0.16 -2.14 6.01 0.13
H -0.14 0.41 6.04 0.17
H -0.04 2.38 4.25 0.16
H 0.04 1.31 1.91 0.13

(4)
52
Properties=species:S:1:pos:R:3:lowdin_charge:R:1 method="wB97M-V/def2-TZVPD" orbital_gap_ev=3.74 largest_force_ha_per_bohr=0.1518 de_lowest_kj_mol=422.0 e_homo_ev=-12.0 charge=+1
Mg 2.41 -0.63 0.26 1.42
C 0.32 -0.87 3.61 -0.52
F -0.12 -0.16 4.72 0.12
F 1.68 -0.64 3.54 0.07
F 0.06 -2.15 3.75 0.20
S -0.38 -0.02 1.93 0.71
O -1.79 -0.31 1.99 -0.23
O -0.05 1.39 1.92 -0.27
N 0.64 -0.76 0.68 -0.45
S -0.47 -1.61 -0.07 0.58
O 0.24 -2.38 -1.11 -0.31
O -1.35 -2.49 0.66 -0.23
C -1.49 -0.29 -1.05 -0.59
F -2.57 -0.97 -1.59 0.13
F -1.94 0.65 -0.33 0.20
F -0.70 0.19 -2.09 0.09
C 0.60 3.08 -1.58 -0.07
C 1.23 2.59 -2.92 -0.25
O 2.70 2.47 -2.79 -0.11
H 0.61 4.16 -1.44 0.08
H 1.11 2.59 -0.75 0.05
H -0.41 2.67 -1.49 0.06
H 0.99 3.27 -3.74 0.11
H 0.78 1.64 -3.24 0.08
H 3.05 3.34 -2.57 0.08
C -0.90 3.47 4.96 -0.10
C 0.20 4.23 5.68 -0.31
O 0.10 5.63 5.42 -0.08
H -1.01 3.65 3.89 0.07
H -1.90 3.52 5.40 0.08
H -0.63 2.42 5.07 0.05
H 1.20 3.84 5.48 0.11
H -0.13 4.08 6.71 0.11
H -0.41 5.99 6.15 0.08
C -1.62 -0.43 -5.27 -0.09
C -0.62 -0.23 -6.41 -0.33
O -0.31 1.14 -6.49 -0.06
H -1.08 -0.69 -4.36 0.04
H -2.20 -1.31 -5.56 0.07
H -2.28 0.43 -5.16 0.08
H -0.99 -0.73 -7.30 0.11
H 0.27 -0.82 -6.17 0.11
H 0.49 1.26 -5.97 0.07
C 0.30 -5.77 0.11 -0.07
C 1.39 -5.70 1.23 -0.30
O 0.92 -4.71 2.09 -0.11
H -0.71 -5.77 0.52 0.08
H 0.43 -6.55 -0.64 0.07
H 0.46 -4.85 -0.45 0.04
H 2.30 -5.37 0.72 0.10
H 1.59 -6.61 1.79 0.11
H 0.00 -4.87 2.30 0.08

(5)
47
Properties=species:S:1:pos:R:3:lowdin_charge:R:1 method="wB97M-V/def2-TZVPD" orbital_gap_ev="5.47 / 5.80" multiplicity=2 largest_force_ha_per_bohr=0.1288 e_homo_ev="-0.7 / -1.0" charge=-2
W 1.39 -1.40 -0.52 0.89
O 1.08 -0.15 0.83 -0.73
S 2.62 0.15 0.84 0.61
O 2.79 1.03 -0.33 -0.48
O 2.20 -1.03 -2.01 -0.65
O 3.15 -1.22 0.36 -0.62
S -1.70 -0.81 -3.92 -0.33
Sb -0.15 -2.10 -2.77 0.56
S 1.25 -4.43 -0.84 0.31
S -0.97 -1.86 -0.48 0.01
C 2.18 -1.22 3.23 -0.31
Ge 1.30 -2.49 1.84 0.70
C 1.74 -4.15 3.01 -0.28
C -0.57 -2.27 2.67 -0.32
C 2.34 -3.24 -1.30 -0.79
H 2.03 -1.60 4.24 -0.01
H 1.76 -0.22 3.18 -0.02
H 3.26 -1.11 3.06 -0.02
H 1.55 -3.94 4.05 -0.02
H 2.78 -4.46 2.90 -0.02
H 1.12 -4.99 2.72 -0.02
H -0.54 -2.30 3.76 -0.01
H -1.23 -3.07 2.33 -0.02
H -1.03 -1.33 2.36 -0.03
H 3.36 -3.53 -1.54 -0.02
C -2.52 4.09 -1.86 -0.08
C -2.60 2.56 -1.80 -0.23
N -1.45 1.95 -1.19 -0.08
C -1.65 1.42 0.15 -0.24
C -1.78 2.53 1.19 -0.08
C -0.38 1.52 -1.92 -0.45
C -0.16 2.13 -3.28 -0.05
N 0.39 0.61 -1.44 -0.05
H -3.46 4.48 -2.26 0.06
H -1.71 4.42 -2.50 0.05
H -2.36 4.49 -0.87 0.06
H -2.76 2.13 -2.80 0.10
H -3.47 2.28 -1.20 0.11
H -0.79 0.80 0.40 0.06
H -2.54 0.78 0.18 0.11
H -0.93 3.20 1.14 0.07
H -1.81 2.09 2.18 0.07
H -2.70 3.11 1.05 0.05
H -0.94 1.79 -3.96 0.01
H 0.79 1.77 -3.66 0.08
H -0.13 3.22 -3.23 0.06
H 1.25 0.38 -2.00 0.01

(6)
42
Properties=species:S:1:pos:R:3:lowdin_charge:R:1 method="wB97M-V/def2-TZVPD" orbital_gap_ev=10.22 largest_force_ha_per_bohr=0.0729 e_homo_ev=-9.7 charge=0
Hg -0.60 0.07 -1.24 1.38
C -3.14 -2.97 0.26 0.01
C -2.06 -2.05 -0.24 -0.65
O -2.39 -1.13 -1.14 -0.18
O -0.85 -2.22 0.01 -0.08
H -2.83 -3.37 1.24 0.10
H -3.30 -3.76 -0.37 0.05
H -4.10 -2.41 0.34 0.10
C 1.47 3.65 -1.55 0.02
C 0.43 2.51 -1.67 -0.73
O -0.74 2.65 -1.89 0.02
O 0.94 1.37 -1.32 -0.22
H 2.38 3.16 -1.80 0.06
H 1.56 3.97 -0.51 0.08
H 1.27 4.53 -2.16 0.08
C -1.24 2.19 3.00 -0.06
C -2.09 1.60 1.81 -0.30
O -1.60 0.37 1.47 -0.11
H -1.06 1.43 3.77 0.08
H -1.58 3.16 3.43 0.09
H -0.29 2.42 2.63 0.02
H -2.17 2.29 1.01 0.09
H -3.12 1.46 2.20 0.12
H -0.75 0.28 1.88 0.01
C 2.37 1.25 1.82 -0.08
C 2.17 -0.09 2.35 -0.31
O 0.78 -0.43 2.43 -0.10
H 1.92 1.94 2.48 0.05
H 1.99 1.37 0.77 0.09
H 3.39 1.50 1.87 0.07
H 2.66 -0.28 3.32 0.12
H 2.69 -0.75 1.66 0.12
H 0.60 -1.32 2.02 0.12
C 0.20 -2.84 -3.72 -0.06
C 1.45 -2.22 -3.02 -0.29
O 1.10 -1.71 -1.75 -0.19
H 0.05 -3.77 -3.08 0.11
H 0.38 -2.99 -4.74 0.05
H -0.62 -2.19 -3.79 0.05
H 1.85 -1.37 -3.64 0.13
H 2.28 -2.90 -2.93 0.10
H 0.61 -2.38 -1.23 0.05

(7)
42
Properties=species:S:1:pos:R:3:lowdin_charge:R:1 method="wB97M-V/def2-TZVPD" orbital_gap_ev=8.28 largest_force_ha_per_bohr=0.3001 de_lowest_kj_mol=0.0 e_homo_ev=-8.0 charge=0
C 0.36 -1.57 3.02 -0.29
S 1.92 -2.23 3.65 0.84
O 2.91 -2.14 2.52 -0.56
C 2.14 -0.94 5.03 -0.23
H -0.26 -1.27 3.87 0.05
H -0.26 -2.31 2.51 0.03
H 0.44 -0.72 2.35 0.02
H 1.70 -1.44 5.90 0.03
H 1.52 -0.08 4.77 0.03
H 3.16 -0.67 5.30 0.05
C -2.80 -3.05 -0.95 -0.22
S -2.06 -1.78 0.24 1.01
O -0.90 -1.04 -0.35 -0.48
C -3.51 -0.68 0.01 -0.22
H -2.23 -3.98 -1.00 0.05
H -2.82 -2.69 -1.98 0.05
H -3.88 -3.23 -0.94 0.05
H -3.42 0.19 0.66 0.06
H -4.41 -1.25 0.24 0.06
H -3.31 -0.23 -0.96 0.03
C -0.34 0.04 -2.47 -0.22
S -1.55 0.96 -3.62 0.88
O -2.77 1.25 -2.74 -0.60
C -0.58 2.52 -3.59 -0.26
H -0.33 0.52 -1.49 0.03
H 0.65 -0.09 -2.91 0.06
H -0.80 -0.93 -2.30 0.04
H 0.31 2.51 -2.97 0.03
H -1.26 3.30 -3.23 0.05
H -0.21 2.72 -4.59 0.04
C 0.76 -0.02 0.12 -0.16
C 1.96 -0.17 -0.69 -0.28
N 2.94 -0.26 -1.34 0.11
H 1.09 -0.30 1.12 0.06
H -0.01 -0.66 -0.31 -0.27
H 0.46 1.03 0.17 0.02
C 2.96 3.23 -0.85 -0.06
C 1.85 2.88 0.08 -0.22
N 0.93 2.60 0.78 0.13
H 2.86 4.29 -1.06 0.08
H 2.98 2.73 -1.82 0.07
H 3.80 2.99 -0.20 0.09

(8)
42
Properties=species:S:1:pos:R:3:lowdin_charge:R:1 method="wB97M-V/def2-TZVPD" orbital_gap_ev=7.75 largest_force_ha_per_bohr=0.0068 e_homo_ev=-14.0 charge=+2
Pt -0.11 -0.56 -0.08 0.86
N -0.97 -2.56 -0.07 -0.09
C 0.18 -3.49 0.01 -0.19
C 1.30 -2.95 -0.84 -0.16
N 1.67 -1.56 -0.46 -0.32
C 2.52 -1.58 0.77 -0.15
C 2.54 -0.24 1.48 -0.21
N 1.15 0.15 1.80 -0.05
C 2.40 -0.89 -1.57 -0.16
C 1.44 -0.35 -2.61 -0.21
N 0.54 0.62 -1.95 -0.06
H -1.63 -2.72 0.68 0.10
H -1.48 -2.68 -0.94 0.11
H -0.09 -4.49 -0.32 0.14
H 0.47 -3.56 1.06 0.12
H 0.99 -2.94 -1.89 0.13
H 2.19 -3.60 -0.77 0.15
H 3.53 -1.89 0.50 0.15
H 2.12 -2.34 1.44 0.12
H 2.97 0.54 0.85 0.11
H 3.17 -0.32 2.37 0.14
H 1.12 1.11 2.15 0.09
H 0.78 -0.42 2.56 0.10
H 3.12 -1.58 -2.01 0.15
H 2.96 -0.06 -1.15 0.12
H 0.82 -1.14 -3.04 0.12
H 2.00 0.11 -3.43 0.14
H -0.26 0.84 -2.53 0.10
H 1.03 1.49 -1.78 0.09
C -4.56 2.27 0.95 0.00
N -3.19 2.76 0.80 -0.11
C -2.78 4.08 0.93 -0.01
C -1.45 4.11 0.72 -0.03
N -1.07 2.80 0.47 0.07
C -2.14 1.99 0.52 -0.70
S -2.22 0.29 0.29 0.63
H -5.21 3.12 1.15 0.11
H -4.62 1.58 1.78 0.10
H -4.88 1.78 0.03 0.10
H -3.47 4.87 1.15 0.14
H -0.75 4.93 0.72 0.13
H -0.14 2.46 0.26 0.12

(9)
43
Properties=species:S:1:pos:R:3:lowdin_charge:R:1 method="wB97M-V/def2-TZVPD" orbital_gap_ev="6.44 / 1.74" multiplicity=2 largest_force_ha_per_bohr=0.1156 e_homo_ev="-10.2 / -10.2" charge=+1
C 0.17 -0.28 -1.76 -0.02
C 0.53 -1.73 -2.01 -0.36
C 0.16 -2.15 -3.40 -0.04
O 1.42 -2.68 -3.94 0.07
C 2.42 -2.50 -3.08 -0.47
O 3.61 -2.83 -3.38 0.07
O 1.91 -1.82 -2.00 0.06
H -0.82 -0.24 -1.31 0.07
H 0.24 0.40 -2.61 0.10
H 0.68 0.18 -0.91 0.08
H -0.02 -2.34 -1.29 0.16
H 0.02 -1.30 -4.06 0.13
H -0.64 -2.88 -3.55 0.14
C -1.84 -0.10 2.39 -0.27
S -1.66 1.66 2.88 0.84
O -2.56 2.36 1.87 -0.58
C -2.45 1.58 4.57 -0.23
H -2.73 -0.54 2.84 0.05
H -0.93 -0.56 2.76 0.04
H -1.98 -0.22 1.32 0.03
H -3.48 1.40 4.27 0.04
H -2.34 2.46 5.21 0.05
H -2.19 0.69 5.16 0.05
C 7.17 0.57 0.97 -0.11
S 6.26 -1.00 0.36 1.10
O 5.68 -1.70 1.61 -0.28
C 5.02 -0.07 -0.69 -0.15
H 6.32 0.81 1.62 0.06
H 7.29 1.25 0.13 0.08
H 8.05 0.36 1.57 0.08
H 4.38 0.54 -0.06 0.09
H 4.47 -0.90 -1.13 0.04
H 5.46 0.33 -1.60 0.09
C -5.17 0.37 0.91 -0.27
S -5.70 1.03 -0.69 0.84
O -6.27 2.39 -0.43 -0.56
C -4.07 1.60 -1.38 -0.25
H -5.10 1.26 1.54 0.05
H -4.19 -0.11 0.87 0.02
H -5.94 -0.33 1.23 0.05
H -3.47 0.76 -1.75 0.02
H -3.42 2.20 -0.74 0.05
H -4.31 2.11 -2.31 0.04

(10)
42
Properties=species:S:1:pos:R:3:lowdin_charge:R:1 method="wB97M-V/def2-TZVPD" orbital_gap_ev=9.01 largest_force_ha_per_bohr=0.0142 de_lowest_kj_mol=0.0 e_homo_ev=-8.3 charge=0
C 2.02 0.90 0.75 -0.05
C 1.51 2.16 0.05 -0.21
O 2.06 2.36 -1.26 -0.15
C 1.64 1.48 -2.23 -0.20
O 2.77 0.94 -2.94 0.01
C 3.95 0.81 -2.29 -0.61
O 4.37 -0.23 -1.89 0.17
O 4.69 1.94 -2.17 -0.14
P 4.44 3.42 -2.85 0.70
N 4.64 4.62 -1.90 -0.25
H 2.54 0.23 0.07 0.07
H 2.72 1.16 1.55 0.08
H 1.19 0.36 1.21 0.06
H 0.42 2.15 -0.01 0.11
H 1.79 3.06 0.61 0.13
H 1.04 1.99 -2.99 0.14
H 1.07 0.64 -1.82 0.13
H 5.30 3.34 -3.95 0.02
H 3.17 3.28 -3.39 0.02
H 5.47 5.14 -2.13 -0.03
C -0.90 -1.23 -0.47 -0.10
C -1.89 -2.21 0.14 -0.27
N -1.93 -2.13 1.59 -0.20
C -2.64 -3.23 2.21 -0.25
C -4.14 -3.38 1.94 -0.08
C -2.20 -0.81 2.13 -0.25
C -3.49 -0.10 1.71 -0.08
H 0.09 -1.36 -0.04 0.07
H -0.83 -1.40 -1.55 0.08
H -1.21 -0.19 -0.33 0.06
H -1.57 -3.23 -0.11 0.12
H -2.87 -2.07 -0.33 0.10
H -2.47 -3.17 3.29 0.11
H -2.14 -4.15 1.89 0.11
H -4.73 -2.64 2.47 0.06
H -4.48 -4.36 2.27 0.07
H -4.37 -3.30 0.88 0.07
H -1.36 -0.16 1.88 0.09
H -2.17 -0.90 3.22 0.12
H -3.66 -0.18 0.63 0.07
H -3.43 0.96 1.96 0.07
H -4.37 -0.50 2.22 0.05

(11)
44
Properties=species:S:1:pos:R:3:lowdin_charge:R:1 method="wB97M-V/def2-TZVPD" orbital_gap_ev="4.36 / 2.68" multiplicity=2 largest_force_ha_per_bohr=0.0757 de_lowest_kj_mol=689.2 e_homo_ev="-7.0 / -6.9" charge=0
Ag -0.95 -1.41 -0.31 0.77
Br 3.34 -1.55 0.47 -0.80
Br -1.89 -6.02 -0.87 0.00
C -2.57 0.33 6.37 -0.08
C -1.86 0.63 5.02 -0.42
C -0.48 1.22 5.32 -0.19
O -0.50 2.53 5.89 -0.20
C 0.60 2.99 6.55 -0.14
N -1.75 -0.62 4.26 0.04
H -3.63 0.10 6.31 0.07
H -2.59 1.23 6.97 0.07
H -2.13 -0.47 6.97 0.08
H -2.42 1.46 4.59 0.14
H 0.10 1.25 4.40 0.13
H -0.04 0.55 6.06 0.12
H 1.48 3.19 5.95 0.09
H 0.75 2.31 7.39 0.09
H 0.23 3.95 6.91 0.09
H -1.27 -1.17 4.97 0.06
H -2.60 -1.12 4.45 0.06
C 3.49 -2.28 -5.49 -0.15
O 2.20 -1.91 -5.55 -0.22
C 1.22 -2.72 -4.91 -0.20
C -0.06 -1.97 -5.05 -0.22
N -0.39 -0.87 -4.11 -0.06
C 0.50 0.29 -4.30 -0.20
C 0.02 1.37 -3.38 -0.23
O -0.21 1.24 -1.96 -0.23
C -0.54 2.50 -1.28 -0.08
H 3.78 -1.81 -6.43 0.09
H 3.76 -3.33 -5.41 0.10
H 3.99 -1.62 -4.78 0.09
H 1.55 -2.82 -3.87 0.13
H 1.30 -3.72 -5.33 0.13
H -0.86 -2.69 -4.87 0.11
H -0.25 -1.65 -6.07 0.12
H -1.22 -0.57 -4.59 0.10
H 0.45 0.59 -5.35 0.13
H 1.54 0.03 -4.08 0.12
H -0.81 1.87 -3.89 0.11
H 0.76 2.16 -3.53 0.12
H -1.49 2.72 -1.77 0.08
H 0.10 3.37 -1.48 0.08
H -0.66 2.47 -0.20 0.08